[1]
89
Properties=species:S:1:pos:R:3:mulliken_charge:R:1 method="wB97M-V/def2-TZVPD" relative_energy_kcal_mol=0.00 homo_lumo_gap_ev=7.01 total_charge=-1
H -0.79569 2.31818 -4.98259 0.302
N -2.09598 -0.87028 -1.20691 0.545
H -0.86186 1.16952 -2.79814 0.531
C -3.30630 -5.01072 2.79109 -0.308
C 0.34611 -3.95721 1.06948 -0.348
H -0.78433 2.23206 2.02843 -0.021
C 4.82020 -0.25340 4.38514 -0.571
H -6.08096 -1.07191 0.50920 0.401
C 3.86794 1.11741 2.64241 -0.223
H -0.47505 2.07276 -7.34793 0.234
H 1.94868 1.43665 -3.31671 0.380
C -0.89473 0.50082 -6.12780 1.080
C 2.68372 5.51981 0.99520 -0.730
H 4.73533 -1.08411 5.07527 0.386
H 1.68005 7.05423 2.10777 0.376
N 1.16247 0.60491 1.91080 -0.999
H 3.17133 6.21633 0.32343 0.385
C -2.04107 -4.73460 2.21940 1.070
H -0.53851 0.60038 -8.12555 0.227
C 5.97827 0.51138 4.35834 -0.427
C 3.76773 0.05103 3.52961 -0.628
C 2.25188 3.24710 1.68443 0.576
C -2.52306 -2.27425 2.45393 0.189
C -0.85907 1.23636 -4.94154 -0.908
C -5.45476 -1.35821 -0.33120 -0.163
C 1.41881 3.73038 2.69209 -0.297
N -0.48344 -3.02681 1.47622 -0.219
O 0.27128 -1.17729 -1.45494 -0.746
H -1.39989 0.96862 2.82816 0.487
C 5.02835 1.88713 2.62864 -0.197
P 2.41094 1.42185 1.56398 1.285
H 6.98143 2.18695 3.46417 0.384
I -5.03719 -1.10498 3.55998 -0.055
C 3.09220 1.17860 -0.12741 0.052
H -3.33920 2.24366 -1.59400 0.305
C -5.94862 -2.13669 -1.36103 -0.899
H -1.02859 -1.46399 -6.98407 0.286
C -0.98481 -0.79111 -3.67426 -0.550
H -5.11242 -4.20944 3.58472 0.339
H 2.84302 -0.51606 3.52918 0.385
C -3.75871 -2.65647 2.99386 -0.375
C 2.88701 4.15366 0.83988 -0.265
H 4.10365 0.30110 -3.76748 0.369
N -2.52792 1.62008 1.36686 0.184
S -0.97981 -1.58642 -2.10762 1.623
H 0.55269 5.45417 3.62403 0.407
H -1.35175 -6.75470 1.90021 0.169
H 0.91635 3.01833 3.33720 0.390
H -6.96155 -2.51070 -1.36580 0.394
C 1.21666 5.09279 2.84853 -0.757
Ca -0.44619 -0.58503 0.74016 2.108
I -3.96616 -6.98057 3.07411 0.009
C 4.66146 0.22271 -1.69688 -0.734
H 5.10654 2.73103 1.95153 0.351
C -2.44538 2.21195 0.17974 0.517
C 0.07104 -5.32483 1.22096 -1.007
C -3.39889 -1.25633 -1.31643 0.029
C 1.84793 5.98989 1.99700 -0.455
C 6.08115 1.58414 3.48036 -0.672
C -1.03081 -1.53394 -4.84073 -0.518
N -0.89464 1.15668 -7.36456 -0.597
C -5.06640 -2.36148 -2.40754 -0.266
H -3.28598 0.98381 1.58120 0.139
N -3.81994 -1.92640 -2.40965 -0.520
N -1.64823 1.87855 2.44510 -0.774
O -1.13432 -3.00188 -2.30098 -0.777
C 3.82484 0.55459 -2.75193 -0.547
H -5.38000 -2.90285 -3.29609 0.414
H 3.52860 3.79146 0.04589 0.385
H 5.59797 -0.28779 -1.88711 0.377
H 1.29983 1.98070 -1.00115 -0.024
H -4.05305 1.17375 -0.47473 0.259
N -3.53141 2.03117 -0.62936 -0.539
H 0.78707 -6.05738 0.87435 0.375
C 2.25518 1.50398 -1.19882 0.333
C -1.11120 -5.70569 1.78664 -0.649
N -4.20938 -0.90194 -0.29959 -0.315
H -1.10949 -2.61091 -4.77551 0.529
H 1.26112 -3.62342 0.59301 0.513
O -2.15217 -1.06807 2.29196 -0.639
C 2.61862 1.19578 -2.49989 -0.667
H 6.80006 0.27818 5.02475 0.364
C -1.66265 -3.38100 2.04951 0.225
C -0.98609 -0.88909 -6.06592 -0.723
S -1.12435 3.13847 -0.30440 -0.378
C -4.14148 -3.99005 3.16153 -0.487
C -0.90162 0.59535 -3.71876 -0.580
H 4.95163 0.25771 0.42662 0.344
C 4.29592 0.53186 -0.39107 -0.457

***

[2]
61
Properties=species:S:1:pos:R:3:mulliken_charge:R:1 method="wB97M-V/def2-TZVPD" smiles="CCCCCC[Si@@H](CCCF)P(=O)(O)O.CO.CO.CO.CO" homo_lumo_gap_ev=10.07
H -0.91440 -3.66938 -1.74270 0.315
O -1.86652 -3.46238 -1.46655 -0.534
C -1.20167 -0.17804 3.94824 -0.556
C 0.68039 3.88019 4.88157 -0.419
C 0.55057 -0.29049 -0.27763 0.221
H -0.89424 1.61448 -2.91314 0.247
H -0.82954 -0.84657 4.72838 0.297
C 1.74994 1.65565 1.07793 -0.162
H -2.09065 -3.81178 2.65325 0.284
H 4.46268 -2.62385 -3.25643 0.361
H 4.51320 -0.25971 -3.53369 0.314
H 2.57588 -2.68628 -3.32314 0.199
H -0.53252 1.39718 0.80723 -0.005
P -2.16200 -1.76404 -1.88884 1.083
H 1.28303 1.98503 -4.44619 0.381
H 2.42220 -2.68031 -0.71009 0.106
H 1.71874 -0.97775 -4.52121 0.287
H 0.18386 2.67048 6.31305 0.281
O -2.90192 -3.28812 2.76778 -0.485
O -2.41756 3.47964 -1.27553 -0.457
H 2.75046 1.27963 0.58208 0.182
H -3.76306 4.18764 0.11041 0.291
C -2.68628 4.04062 -0.00380 -0.526
H -3.81882 -4.30299 1.23098 0.210
H -4.90673 -3.51387 2.40258 0.226
C 1.35846 1.18315 -3.57398 -0.352
C -0.19068 0.73665 -3.23593 -0.671
H 1.76894 1.74822 -2.63064 0.157
H 0.38041 2.01106 -0.82086 0.291
O -3.28813 -1.07159 -0.75291 -0.485
H 0.04872 -0.91480 0.59297 0.077
H -2.88039 2.62539 -1.31473 0.279
H 1.70870 -0.57938 -0.25749 0.051
H 2.87741 0.39949 -5.08247 0.323
H -1.39578 -1.59327 2.63732 0.217
H -0.29811 4.36552 4.84837 0.247
H 3.37691 0.11584 -2.02640 0.138
H -4.03814 -5.00036 2.86606 0.282
C 0.43165 1.30185 0.11145 -0.216
C 3.48362 -2.14757 -2.77600 -0.386
C 3.48253 -2.59124 -1.19706 -0.815
H 4.00440 -3.65412 -1.06360 0.322
O -2.73070 -1.78099 -3.39616 -0.697
H 1.08408 3.80957 3.86887 0.101
H -4.02212 -1.77866 -0.67615 0.320
H -0.62594 0.28751 -4.24920 0.371
C 3.46605 -0.51242 -3.02194 -0.320
H 4.14467 -1.81631 -0.58221 0.226
O 0.54379 2.57585 5.41472 -0.487
H -2.31415 3.37208 0.77633 0.184
H -2.27845 -0.03102 4.06246 0.317
C -3.97647 -4.07511 2.28801 -0.568
H -0.69435 0.78640 4.02551 0.086
H -2.17896 5.00506 0.07347 0.223
H 1.36558 4.45971 5.50502 0.286
C 2.31746 -0.02982 -4.11985 -0.625
F 1.89193 3.11064 1.32463 -0.366
Si -0.20507 -0.76833 -1.98399 -0.253
H 1.68153 1.11221 2.12800 0.218
H 0.72848 -1.75714 -2.58272 -0.240
O -0.93295 -0.73902 2.67652 -0.375

***

[3]
13
Properties=species:S:1:pos:R:3:mulliken_charge:R:1 method="wB97M-V/def2-TZVPD" smiles=C#CC(C#C)CO relative_energy_kcal_mol=105.22 homo_lumo_gap_ev=10.61
H -0.72757 1.48729 -1.68906 0.324
H -0.56651 -2.33839 3.13597 0.438
C -1.22529 -0.11298 -0.74763 -0.545
H -2.06640 0.32033 -0.17907 0.292
H -1.53135 -1.12595 -1.03144 0.329
C 0.06008 -0.19633 0.12082 0.731
C -0.38195 -1.73155 2.27123 0.275
C 1.67443 1.84166 0.16400 0.028
C 0.76298 1.06963 0.34045 -1.152
O -0.98982 0.59046 -1.93758 -0.506
H 0.94470 -0.44808 -0.50302 0.093
H 2.29674 2.69705 0.18547 0.439
C -0.14784 -1.03818 1.31238 -0.745

***

[4]
25
Properties=species:S:1:pos:R:3:mulliken_charge:R:1 method="wB97M-V/def2-TZVPD" smiles="Cc1ccc(O)cc1.CC(N)=O" relative_energy_kcal_mol=24.30 homo_lumo_gap_ev=9.42
H -0.91689 -1.97751 -1.22224 0.275
O -4.03043 -2.11389 0.10025 -0.572
H 2.60086 0.44178 2.57427 0.245
H -1.82627 0.11757 -0.37949 0.228
C -2.99265 -1.67511 -0.28120 0.478
H 0.65928 1.79371 2.27100 0.376
H 0.81921 0.80674 -1.92826 0.263
H -1.44752 -2.95958 0.16847 0.265
H -1.70994 2.15645 -0.03485 0.363
H 4.13343 -1.03892 1.70282 0.313
C 2.25746 -0.08823 -0.69820 -0.773
H 2.84117 -0.48440 -1.52103 0.410
H -0.54919 3.35364 0.08112 0.360
H -3.47249 0.35722 -0.28821 0.225
N -2.73255 -0.31038 -0.47365 -0.373
H -2.09612 -3.36382 -1.26762 0.316
O 3.68450 -1.16340 0.86594 -0.506
C -0.66652 2.32329 -0.30299 -1.330
C 0.52052 1.44619 0.10461 0.406
C 1.04508 1.35957 1.35792 -0.465
C -1.75393 -2.45385 -0.74836 -0.840
C 2.76695 -0.20146 0.63399 0.608
C 1.16266 0.71470 -0.90370 0.006
C 2.24788 0.64820 1.57843 -0.631
H -0.54448 2.31149 -1.38901 0.353

***

[5]
15
Properties=species:S:1:pos:R:3:mulliken_charge:R:1 method="wB97M-V/def2-TZVPD" relative_energy_kcal_mol=113.75 homo_lumo_gap_ev=8.71
C -1.97019 -0.47074 -0.23711 0.495
N -0.81453 -1.16861 0.10051 -0.226
H 3.50619 1.10393 -0.69841 0.275
H 0.48331 1.41775 -0.74418 0.199
C 0.51749 -0.76667 0.20335 -0.094
N -3.16067 -0.87180 -0.07701 -0.643
C 2.64054 0.48737 -0.04177 -0.907
N -2.33042 2.25004 0.20104 -0.453
H -1.05401 -2.22333 0.34125 0.294
H 2.93082 -0.58127 -0.02980 0.235
H 2.95538 1.07198 0.95304 0.218
C -1.97443 1.11886 0.06183 0.174
H 1.18018 -1.68355 0.45149 0.172
H -3.94814 -0.13531 -0.28146 0.315
C 1.03849 0.45133 -0.20277 -0.053

***

[6]
32
Properties=species:S:1:pos:R:3:mulliken_charge:R:1 method="wB97M-V/def2-TZVPD" s_squared=2.036 homo_lumo_gap_ev="5.73 / 6.07" multiplicity=3
C 2.46131 0.17384 -1.42281 -1.379
C 0.60077 1.74056 0.52964 -0.709
C -0.22322 -1.36633 -2.24103 -0.897
H 2.40261 -0.85761 -1.08352 0.323
C -1.92228 -2.22584 2.47406 -0.961
H -1.51555 -2.93573 1.75461 0.236
C 0.25611 0.79867 -0.45179 0.672
H 1.43120 2.40924 0.35011 0.358
H 0.57140 -1.93782 -1.75787 0.333
H 1.04720 -0.28145 -3.61873 0.408
C 0.22159 2.84368 2.76085 -1.324
C -1.30517 -1.04238 -1.21516 -0.774
H -0.46908 0.52617 -3.21747 0.327
H -3.19044 -0.17840 2.71211 0.041
H 3.08148 0.20915 -2.31681 0.400
C -0.11388 1.84126 1.70040 0.349
P -2.91750 -0.93514 1.57263 -0.157
C -1.51150 0.13156 1.10262 -0.906
H -1.62675 -1.94778 -0.69386 0.447
H -0.63488 -1.98252 -3.04239 0.378
N -1.15186 1.03644 1.96530 -0.550
H -2.57974 -2.76037 3.15749 0.369
H 2.94809 0.75778 -0.64511 0.409
H 0.51745 2.32740 3.67271 0.307
C -0.80936 -0.03724 -0.23150 1.307
C 1.06805 0.73786 -1.72198 0.226
C 0.34899 -0.07040 -2.80604 -1.006
H -2.18873 -0.62935 -1.71618 0.323
H 1.02821 3.49811 2.44166 0.346
H -1.10636 -1.76225 3.02723 0.311
H -0.65936 3.43993 2.99147 0.342
H 1.19903 1.76552 -2.08026 0.450

***

These records have E values of -4597.3960; -1775.3263; -307.2957; -555.9650; -358.8371; -864.0273 Ha, in the order they appear.